1.
A structure of composition C34H20N6O7SSr at a distorted geometry, computed with the ωB97M-V functional and the def2-TZVPD basis.

XYZ file:
```
69
Properties=species:S:1:pos:R:3:forces:R:3
Sr -0.3392 -0.8002 0.0498 0.0 -1.0 -0.6
S -2.5567 -4.2590 -3.4118 -0.1 -0.6 0.7
O -1.7213 1.0118 -0.4593 -0.3 0.3 0.1
O -2.6125 3.0422 -0.4885 -0.3 -0.3 0.5
O -1.9750 -0.3807 1.7753 0.2 -0.6 0.1
O -4.8258 3.5808 5.4422 -0.2 0.4 -0.6
O -4.6790 4.8628 3.7171 -0.2 0.5 -0.3
O -3.4853 -0.6319 5.5510 0.2 -0.6 -0.2
O -2.7983 -1.8114 3.8568 -0.4 0.6 0.7
N -0.7570 -0.8143 -2.7442 0.8 1.1 1.1
N 2.0587 0.1262 -0.2413 -0.1 -1.3 0.0
N 1.9246 -2.4464 -1.0937 0.4 0.5 0.2
N -3.1826 -0.7574 4.3595 0.3 -0.5 -0.5
N -4.5687 3.7804 4.2477 0.7 -1.1 0.3
N 0.8145 0.8002 2.1734 0.7 -0.3 -1.3
C 3.0363 -4.4452 -1.8739 -0.8 0.7 -0.6
C 1.8541 -3.6796 -1.4938 0.9 -1.4 -0.3
C -0.8030 0.4540 -4.7392 0.7 0.5 0.1
C -2.9179 1.7857 1.5158 0.5 -0.8 -0.2
C 2.4499 2.4889 -0.6939 0.1 -1.7 -0.1
C -3.9232 1.4739 4.1817 0.8 0.3 -1.3
C 1.6893 4.1528 0.8079 -0.3 1.2 0.6
C 0.2448 1.1439 3.2714 0.0 2.3 0.6
C -1.2275 -0.6671 -5.4115 -0.6 -1.5 0.0
C -1.4205 -3.1890 -1.2252 -0.6 -0.3 0.3
C 3.2055 -0.4868 -0.5591 0.1 0.9 -0.2
C 4.4968 0.0722 -0.4488 -0.5 1.1 0.3
C 0.5317 3.5189 2.8616 0.2 -0.7 1.0
C -4.0283 2.6490 3.4694 -0.5 0.7 1.4
C -3.3062 0.4196 3.5259 -0.3 0.2 0.9
C 4.3467 -2.4885 -1.4831 -1.1 1.2 0.2
C 4.2325 -3.8001 -1.9360 0.5 -1.4 0.5
C 0.0971 2.5215 3.6876 -0.1 -0.4 -0.5
C 3.1483 -1.8191 -1.0534 0.2 -1.5 -0.4
C 1.9637 1.4168 0.1044 0.8 1.8 -0.1
C 1.3187 1.7703 1.3418 -0.4 0.9 -0.1
C 2.2940 3.8140 -0.3446 0.9 0.3 -1.5
C -3.5235 2.8114 2.1749 -0.3 0.4 -0.9
C 5.6408 -0.5830 -0.8478 -1.7 -1.6 -0.9
C 1.1833 3.1553 1.6510 -0.2 0.3 0.4
C -2.3892 1.9513 0.0648 0.2 1.1 -0.2
C -2.0181 -4.4622 -0.9172 -0.3 -0.7 -0.2
C 5.5709 -1.8302 -1.4456 -0.3 1.1 1.0
C -2.6376 -5.1446 -1.9340 0.3 -0.6 0.1
C -2.6861 0.5270 2.2225 -0.4 0.1 0.1
C -1.6863 -3.0012 -2.5477 0.7 0.6 -0.3
C -1.2332 -1.8717 -3.3490 -0.9 -1.2 -1.3
C -0.4941 0.3159 -3.3966 0.1 -0.5 0.6
C -1.3993 -1.9119 -4.7438 0.0 2.7 -0.5
H -3.6378 3.7475 1.6266 0.0 -0.2 0.2
H -2.0017 -4.9689 0.0341 0.2 0.2 0.5
H -2.9856 -6.1940 -1.8682 0.0 0.9 -0.2
H -1.8221 -2.7608 -5.2453 0.1 -0.2 -0.2
H 5.1772 -4.3447 -2.1523 -0.8 0.4 -0.2
H 2.6924 4.5571 -1.0629 -0.3 -0.3 0.7
H -1.4962 -0.5150 -6.4544 0.1 -0.5 0.0
H -0.6354 1.3758 -5.2897 -0.1 0.0 0.3
H -0.3941 2.7768 4.6206 0.0 -0.2 0.0
H 6.4438 -2.2829 -1.8027 1.2 -0.8 -0.5
H 1.6135 5.2173 1.0520 -0.2 -0.4 0.2
H 0.4607 4.5459 3.2459 0.0 -0.3 -0.7
H -4.1754 1.4397 5.2216 -0.3 -0.2 0.0
H 2.9955 -5.4602 -2.2602 -0.4 0.0 0.3
H -0.1072 0.3876 3.9164 -0.5 -1.0 0.5
H 6.5713 -0.1527 -0.7560 1.9 1.2 0.2
H -0.0251 1.0564 -2.7455 -0.3 0.3 -0.5
H 2.9906 2.2520 -1.6221 -0.4 -0.1 0.4
H 0.8676 -4.1562 -1.5112 0.3 0.3 0.0
H 4.5615 1.1138 -0.1174 0.1 -0.5 0.1
```
Forces are in eV/Å.

Values from the calculation:
Net charge: -2
Relative energy (zero: lowest compared OMol25 entry of this formula, charge and spin), kcal/mol: 2.4
LUMO energy, eV: 4.102
DFT total energy, eV: -70526.272

2.
A structure of composition C34H21N9O2Ti at a distorted geometry, computed with the ωB97M-V functional and the def2-TZVPD basis.

XYZ file:
```
67
Properties=species:S:1:pos:R:3:forces:R:3
Ti -13.4615 -16.7524 -5.0409 2.1 2.4 -3.7
O -14.8215 -17.5237 -4.0593 -3.7 -1.7 2.5
O -14.9517 -15.4224 -3.5626 -2.4 -1.3 1.9
N -14.7057 -14.6230 -7.5319 0.4 1.6 0.6
N -13.9667 -16.8747 -7.1669 -0.1 -1.2 0.0
N -11.7616 -13.8483 -3.8555 -1.8 0.1 -2.0
N -16.8655 -15.7272 -1.8402 -1.6 0.2 0.4
N -11.3362 -18.6375 -3.4867 0.9 0.4 -0.6
N -13.2545 -14.7601 -5.6012 -0.1 3.1 -0.5
N -13.7333 -19.3066 -7.5635 0.5 0.6 2.3
N -11.7907 -16.2797 -4.0322 1.4 -0.4 1.0
N -12.6238 -18.4792 -5.4798 0.3 -3.0 -1.3
C -16.1784 -17.0419 -2.1273 -0.1 1.8 0.4
C -11.4203 -15.0727 -3.4468 -0.5 -0.2 0.7
C -10.7706 -15.3230 -2.1961 0.9 -0.4 0.0
C -9.7788 -15.0854 0.0051 0.3 -1.2 -0.9
C -14.0417 -14.0676 -6.5333 0.5 -2.2 -0.1
C -12.1999 -23.1589 -5.7757 0.1 0.2 -1.7
C -10.0201 -17.3243 -1.0105 0.3 0.5 1.1
C -12.6871 -11.0775 -4.9777 0.4 0.3 0.8
C -16.7295 -16.7408 -10.8763 -0.6 1.5 -1.2
C -13.5093 -10.0719 -5.5104 1.6 0.3 -0.1
C -11.2094 -17.2978 -3.2946 -1.0 0.0 0.9
C -15.2666 -16.4335 -9.0279 -0.3 -0.6 0.8
C -12.4775 -20.7859 -6.0884 0.4 0.1 0.8
C -11.7118 -20.5899 -4.9095 -2.1 1.9 -1.0
C -9.6039 -16.4912 0.0478 -0.3 -1.0 -0.9
C -11.2776 -21.6094 -4.1437 1.1 -2.2 0.3
C -16.1500 -15.8975 -9.9568 0.1 1.1 0.5
C -13.0475 -19.4635 -6.4223 0.2 -0.4 -1.9
C -14.1906 -18.0901 -7.8662 -0.6 0.8 0.2
C -10.2793 -14.5263 -1.1420 -1.1 1.6 -0.1
C -12.6250 -13.7224 -4.8817 2.4 -0.6 1.9
C -11.5020 -22.9238 -4.6067 1.1 -0.3 0.6
C -14.4658 -10.3660 -6.4500 -1.6 -1.2 -1.3
C -14.7240 -11.6626 -6.9267 0.8 0.5 0.5
C -16.4933 -18.1133 -10.8797 0.1 -0.9 0.1
C -15.3620 -16.5977 -3.3457 3.4 0.0 -1.8
C -12.9866 -12.3769 -5.3440 -0.8 -1.1 -0.2
C -15.7118 -18.6672 -9.8870 0.3 -0.4 0.3
C -10.6075 -16.7187 -2.0931 -0.9 0.1 -1.7
C -14.5856 -15.9117 -7.8628 -0.6 0.4 0.0
C -15.0934 -17.8136 -8.9564 0.7 -0.8 -0.6
C -11.8352 -19.1535 -4.5979 0.3 0.4 1.5
C -12.6209 -22.0958 -6.5766 -1.5 0.7 -0.1
C -13.9423 -12.6299 -6.3138 -1.3 -0.3 -1.1
H -17.4101 -15.5912 -1.0000 0.8 -0.4 1.3
H -9.9892 -18.4128 -1.0688 0.4 0.2 0.6
H -10.6731 -21.4454 -3.2623 -0.1 0.1 0.1
H -13.2726 -9.0096 -5.4071 -0.1 -0.4 0.6
H -15.4433 -17.1864 -1.2924 -0.8 -0.4 -0.8
H -10.9679 -23.7827 -4.1525 -0.7 0.7 0.1
H -10.4357 -13.4312 -1.1491 0.2 -0.7 -0.3
H -13.2321 -22.2899 -7.4807 0.6 0.2 0.6
H -17.3272 -16.2440 -11.6723 0.2 -0.7 0.6
H -16.1464 -15.0127 -1.9654 0.1 0.6 -0.3
H -17.6634 -15.5612 -2.4568 0.7 0.1 -1.1
H -12.3297 -24.1473 -6.2494 0.2 0.3 0.8
H -15.4314 -11.9098 -7.7396 0.4 0.2 0.7
H -16.9787 -17.7806 -2.2505 0.8 -0.2 -0.1
H -16.3726 -14.8180 -9.8632 0.1 -0.7 -0.5
H -16.9181 -18.7812 -11.6382 0.0 0.5 0.3
H -11.8437 -10.9067 -4.2724 -0.9 0.1 -0.6
H -15.5629 -19.7467 -9.7874 0.0 0.4 -0.2
H -9.4563 -14.4592 0.8173 0.1 0.1 0.2
H -15.0958 -9.6241 -6.8913 0.0 0.9 0.0
H -9.1131 -16.9637 0.8708 0.1 -0.1 0.6
```
Forces are in eV/Å.

Values from the calculation:
<S²>: 2.07
LUMO energy (alpha / beta), eV: -1.709 / -1.709
DFT total energy, eV: -76221.840
Multiplicity: 3

3.
A structure of composition C34H22Br9FO7 at a distorted geometry, computed with the ωB97M-V functional and the def2-TZVPD basis.

XYZ file:
```
73
Properties=species:S:1:pos:R:3:forces:R:3
Br -0.7132 5.9153 0.3325 0.5 0.3 0.4
Br -2.3041 3.1351 -3.0557 0.1 0.0 0.3
Br -3.2809 0.1229 1.0824 0.2 0.8 0.2
Br -5.5510 1.9643 2.1832 0.7 0.4 0.0
Br -2.3668 2.9557 2.3749 -0.5 -0.3 0.0
Br 0.6446 5.1878 3.1730 0.1 0.1 -0.4
Br -0.9996 0.5171 -1.7487 0.2 1.4 0.2
Br 0.6587 3.3763 -1.9019 -0.8 -0.6 0.1
Br 2.5200 6.3210 0.7886 -0.7 -0.2 0.2
F -4.5070 0.7452 -2.6136 0.2 -0.2 0.3
O 4.0599 2.4841 -2.8129 -0.4 0.0 -0.2
O -2.0431 -4.4986 3.9814 0.5 0.0 -0.1
O 7.1912 1.3219 1.4041 0.2 -0.1 0.3
O -7.5913 -1.2408 -0.9034 -0.5 0.0 -0.2
O -3.0767 -3.1092 -1.0258 -0.4 0.0 -0.3
O -5.4431 -0.7282 -1.1839 0.6 0.2 0.2
O -6.6174 -1.2843 -2.9647 -0.4 -0.2 0.4
C 3.1383 0.3147 1.6153 0.2 0.9 0.3
C 5.0312 1.3278 0.4632 -0.5 -0.3 1.4
C -2.2500 -4.0435 2.8728 -0.4 -0.5 1.6
C 0.9148 5.3259 1.2622 -0.3 -0.1 -0.4
C 6.2426 2.3752 -1.9188 -0.7 0.3 -1.2
C 8.1548 3.1240 -3.1559 0.2 -0.7 -0.1
C 1.1802 -3.3203 1.4981 0.0 1.4 -1.0
C 2.8760 1.1840 -0.6178 1.4 -0.4 -0.2
C 8.9996 2.8503 -2.0809 -0.9 0.5 0.0
C -5.2402 -1.3401 -3.3773 -0.7 0.3 -0.2
C -2.8903 -3.2796 0.1579 1.0 0.5 0.7
C -6.0414 -3.6820 3.0276 0.9 -0.1 -0.8
C -5.2864 -3.3759 0.7396 -0.2 0.3 0.7
C 0.1851 -3.7800 2.3355 0.4 -0.4 0.7
C -4.7277 -3.9370 3.3754 0.3 0.0 1.0
C 4.7624 2.1544 -1.8912 1.0 -0.1 0.7
C 6.4915 1.5751 0.4553 0.2 0.6 -0.8
C -4.5478 -0.5933 -2.2514 -0.4 0.1 -0.2
C -3.6760 -3.8515 2.4786 0.3 0.9 -1.3
C -0.4937 -2.5954 -0.0761 0.7 -0.5 -0.8
C -1.1360 -3.6446 1.9760 -1.4 0.0 -0.9
C 4.4295 0.8069 1.6399 0.5 0.1 -0.8
C 4.2440 1.5321 -0.6441 -1.4 0.2 -0.7
C -6.6712 -1.0856 -1.6302 0.4 -0.2 -0.3
C 7.0613 2.1362 -0.8302 0.1 -0.9 0.5
C 0.8275 -2.5777 0.3500 -0.1 -1.0 1.4
C 6.7895 2.8267 -3.1169 1.4 1.0 0.1
C -3.7548 2.0087 1.4050 -0.3 -0.7 0.1
C -1.4908 -3.1795 0.7063 0.5 0.4 -0.4
C -1.1077 2.5229 -1.6683 0.5 -0.3 -0.9
C -3.9554 -3.4685 1.1607 -1.0 -0.8 -0.4
C 2.3494 0.5682 0.4885 -0.3 -0.8 -0.5
C -6.3187 -3.4571 1.6711 -0.3 -0.3 0.3
C 8.4351 2.3006 -0.9391 0.4 0.3 0.5
H 0.3769 -4.2492 3.2939 0.2 0.0 -0.1
H 10.0085 3.2350 -2.1322 0.2 -0.6 0.1
H 8.6353 3.4753 -4.0614 -0.3 0.3 -0.1
H -4.9970 -2.3940 -3.5079 0.4 0.2 0.1
H -3.8394 2.5464 0.4705 -0.1 -0.3 -0.2
H 1.6367 -2.0466 -0.1250 -0.2 -0.1 -0.7
H 6.2383 3.1491 -3.9873 -0.6 -0.5 0.2
H 9.0310 2.0403 -0.0721 0.0 0.1 0.0
H -3.5571 -0.9120 -1.9431 -0.1 0.0 -0.1
H 2.2524 -3.3975 1.6252 -0.1 -0.3 0.8
H 2.3382 1.1909 -1.5527 -0.2 0.4 0.1
H -6.7334 -3.6981 3.8562 -0.6 0.0 -0.4
H -1.5096 2.8741 -0.7264 0.1 -0.4 0.2
H 1.0296 4.3265 0.8642 0.3 0.0 0.2
H -4.5259 -4.1636 4.4153 0.3 -0.1 -0.1
H 1.3630 0.1630 0.2965 -0.2 0.0 0.8
H 5.0267 0.7978 2.5408 0.1 -0.4 0.0
H -7.3493 -3.3981 1.3475 0.0 0.3 -0.1
H -5.1972 -0.7660 -4.2993 0.3 -0.2 -0.1
H 2.8021 -0.1608 2.5272 -0.5 -0.1 -0.2
H -5.5161 -3.1673 -0.2939 0.1 -0.1 0.0
H -0.6185 -2.3531 -1.1259 -0.7 0.4 0.2
```
Forces are in eV/Å.

Values from the calculation:
Relative energy (zero: lowest compared OMol25 entry of this formula, charge and spin), kcal/mol: 0.0
LUMO energy, eV: -1.249
DFT total energy, eV: -683046.764

4.
A structure of composition C34H22Cl5I2N5OSn, computed with the ωB97M-V functional and the def2-TZVPD basis.

XYZ file:
```
70
Properties=species:S:1:pos:R:3:forces:R:3
I -1.4197 2.8330 6.9821 0.0 0.0 0.0
I 2.3815 4.1546 2.5147 0.0 0.0 0.0
Sn 0.7532 -0.0069 0.0344 0.1 0.1 0.0
Cl 1.3882 -1.2500 -2.9074 0.0 0.0 0.0
Cl 4.9559 -5.1861 -2.1062 0.0 0.0 0.0
Cl 4.1997 -5.2879 0.9067 0.0 0.0 0.0
Cl 3.5075 -3.1885 -3.9985 0.0 0.0 0.0
Cl 2.0390 -3.4324 2.0417 0.0 0.0 0.0
O 0.4592 2.0499 1.1225 -0.1 0.0 0.0
N 1.6947 -0.2365 2.2101 0.0 0.0 0.0
N -1.2730 -1.8559 -1.0515 0.0 0.0 0.0
N -0.9446 -0.5456 1.5903 0.0 0.0 0.1
N -1.7588 0.8338 -1.6900 0.0 0.0 0.0
N -2.3252 3.1443 -0.0620 0.0 0.0 0.0
C -1.6315 2.0931 -2.1127 0.0 0.0 0.0
C 2.4792 -3.2430 0.3505 0.0 0.0 0.0
C -2.0069 -1.5301 -2.1155 0.0 0.0 0.0
C 0.3069 3.2910 4.5346 0.0 0.0 0.0
C 0.7187 3.1181 3.2261 0.0 0.0 0.0
C -2.1920 4.0876 0.8645 0.0 0.0 0.0
C -0.4689 4.1113 -1.2221 0.0 0.0 0.0
C -1.0902 1.5812 2.8399 0.0 0.0 0.0
C -0.3346 5.0799 -0.2422 0.0 0.0 0.0
C -1.6432 2.4349 -3.4619 0.0 0.0 0.0
C -0.8083 2.6063 4.9988 0.0 0.0 0.0
C -1.9083 -0.1259 -2.6033 0.0 0.0 0.0
C 1.2497 -0.4353 4.5336 0.0 0.0 0.0
C 1.8370 -2.2859 -0.4242 0.0 0.0 0.0
C 3.4360 -4.1382 -0.1275 0.0 0.0 0.0
C 3.1289 -3.2017 -2.3165 0.0 0.0 0.0
C 0.0539 2.2512 2.3282 0.0 0.0 0.0
C 0.8841 -0.5931 3.2070 0.0 0.0 0.0
C 2.1865 -2.3315 -1.7703 0.0 0.0 0.0
C -2.0261 -4.1180 -1.2466 0.0 0.0 0.0
C 3.3313 0.4675 3.7808 0.0 0.0 0.0
C -2.7972 -2.4632 -2.7799 0.0 0.0 0.0
C 2.8874 0.2874 2.4857 0.0 0.0 0.0
C -1.2161 5.0724 0.8236 0.0 0.0 0.0
C -1.7992 0.6342 1.9210 0.0 0.0 0.0
C -1.5062 1.7624 4.1471 0.0 0.0 0.0
C -1.9251 0.1286 -3.9712 0.0 0.0 0.0
C -1.7893 1.4348 -4.4044 0.0 0.0 0.0
C -2.8082 -3.7738 -2.3362 0.0 0.0 0.0
C 2.4914 0.1024 4.8224 0.0 0.0 0.0
C -1.4703 3.1590 -1.0834 0.0 0.0 0.0
C 3.7724 -4.1058 -1.4774 0.0 0.0 0.0
C -0.4265 -1.2084 2.7931 0.0 0.0 0.0
C -1.2786 -3.1223 -0.6405 0.0 0.0 0.0
H -3.4174 -4.5156 -2.8358 0.0 0.0 0.0
H 0.4556 5.8164 -0.2999 0.0 0.0 0.0
H 0.2142 4.0634 -2.0599 0.0 0.0 0.0
H 0.5582 -0.7059 5.3203 0.0 0.0 0.0
H 0.8527 3.9570 5.1894 0.0 0.0 0.0
H -0.6319 -3.3504 0.2014 0.0 0.0 0.0
H -1.9883 -5.1310 -0.8716 0.0 0.0 0.0
H -2.7165 0.2741 2.3980 0.0 0.0 0.0
H -1.7945 1.6679 -5.4610 0.0 0.0 0.0
H 3.4916 0.5842 1.6367 0.0 0.0 0.0
H -2.3803 1.2307 4.5066 0.0 0.0 0.0
H -3.4012 -2.1592 -3.6231 0.0 0.0 0.0
H -1.5480 3.4722 -3.7519 0.0 0.0 0.0
H -2.0099 -0.6858 -4.6767 0.0 0.0 0.0
H -1.1437 5.7993 1.6210 0.0 0.0 0.0
H -0.2552 -2.2594 2.5590 0.0 0.0 0.0
H -2.0591 1.1180 0.9784 0.0 0.0 0.0
H 4.3003 0.9083 3.9631 0.0 0.0 0.0
H -1.5091 -1.1925 1.0508 0.0 0.0 0.0
H -2.8965 4.0499 1.6886 0.0 0.0 0.0
H -1.1419 -1.1478 3.6183 0.0 0.0 0.0
H 2.7949 0.2510 5.8502 0.0 0.0 0.0
```
Forces are in eV/Å.

Values from the calculation:
Relative energy (zero: lowest compared OMol25 entry of this formula, charge and spin), kcal/mol: 0.0
LUMO energy, eV: -0.104
DFT total energy, eV: -129759.396